Record 1
{
  "formula": "C31H46N4P2PtSi",
  "method": "ωB97M-V/def2-TZVPD",
  "species": ["Pt", "P", "P", "Si", "N", "N", "N", "N", "C", "C", "C", "C", "C", "C", "C", "C", "C", "C", "C", "C", "C", "C", "C", "C", "C", "C", "C", "C", "C", "C", "C", "C", "C", "C", "C", "C", "C", "C", "C", "H", "H", "H", "H", "H", "H", "H", "H", "H", "H", "H", "H", "H", "H", "H", "H", "H", "H", "H", "H", "H", "H", "H", "H", "H", "H", "H", "H", "H", "H", "H", "H", "H", "H", "H", "H", "H", "H", "H", "H", "H", "H", "H", "H", "H", "H"],
  "coordinates": [[-0.632, 2.600, -2.713], [-0.202, -2.374, -3.044], [2.128, -2.557, -2.896], [-1.333, 1.155, 0.343], [3.511, -1.744, -3.516], [-1.652, -2.860, -2.219], [2.872, -3.260, -1.525], [-4.868, 1.338, -2.811], [-6.754, 2.636, -2.635], [1.769, -3.928, -4.005], [3.799, -4.315, -1.550], [-3.278, -3.952, -1.050], [-0.124, 3.846, -4.194], [-2.078, 2.656, -5.318], [5.674, -1.468, -4.133], [-1.947, -3.999, -1.468], [0.278, 3.956, -1.364], [3.932, -3.285, 0.472], [-5.763, 0.921, -3.759], [0.216, -3.950, -3.873], [0.232, 0.784, -4.888], [3.897, -0.436, -3.163], [-0.853, 0.961, -3.842], [-6.951, 1.713, -3.699], [4.439, -4.365, -0.325], [1.358, 1.837, -4.790], [-0.906, 3.658, -5.489], [2.995, -2.603, -0.282], [-0.541, 2.319, 1.579], [0.982, 2.964, -3.850], [-3.831, -2.726, -1.554], [-2.825, -2.082, -2.261], [5.211, -0.245, -3.547], [-1.959, 1.866, -4.041], [-0.085, -0.150, -0.152], [4.633, -2.378, -4.084], [-5.457, 2.352, -2.106], [-2.008, 2.065, -1.179], [-2.835, 0.309, 1.113], [1.587, 2.263, -5.778], [-1.085, 0.026, -3.317], [-2.855, 1.492, -1.614], [-3.586, 1.048, 1.429], [-4.839, -2.364, -1.428], [-1.308, 2.888, 2.122], [6.663, -1.653, -4.533], [3.178, 0.218, -2.686], [-0.045, 4.888, -3.865], [-2.164, 1.966, -6.170], [-0.270, -3.949, -4.865], [5.191, -5.082, -0.033], [1.058, 3.408, -0.819], [0.610, -0.326, 0.682], [-0.575, -1.104, -0.390], [-3.317, -0.387, 0.411], [-3.019, 3.228, -5.285], [0.650, -0.218, -4.723], [-2.847, -1.165, -2.829], [-0.143, -4.832, -3.322], [-5.563, 0.099, -4.444], [-1.319, 4.630, -5.781], [1.826, 3.417, -3.321], [0.503, 0.157, -1.027], [-2.419, 3.051, -0.881], [-7.420, 3.408, -2.279], [-4.977, 2.849, -1.269], [-3.799, -4.702, -0.472], [2.288, 1.375, -4.442], [5.784, 0.660, -3.417], [-7.807, 1.621, -4.356], [4.234, -3.035, 1.480], [-0.207, 0.767, -5.900], [2.374, -1.750, -0.074], [-0.488, 4.330, -0.679], [-2.526, -0.262, 2.000], [2.255, -4.873, -3.726], [2.106, -3.668, -5.019], [-1.195, -4.765, -1.342], [-0.251, 3.341, -6.305], [0.024, 1.729, 2.315], [3.871, -4.954, -2.418], [4.566, -3.397, -4.426], [0.147, 3.030, 1.107], [0.722, 4.771, -1.945], [-2.921, 1.533, -3.627]],
  "s2": 2.0193,
  "spin_multiplicity": 3,
  "orbital_gap_ev": [7.199, 5.432],
  "e_homo_ev": [-6.72, -7.67],
  "lumo_energy_ev": [0.4819, -2.2394]
}

=====

Record 2
{
  "formula": "C4H7NO",
  "method": "ωB97M-V/def2-TZVPD",
  "species": ["O", "N", "C", "C", "C", "C", "H", "H", "H", "H", "H", "H", "H"],
  "coordinates": [[-0.268, 1.385, 0.105], [1.492, -1.334, -0.679], [-0.478, 1.396, -1.163], [-0.687, -1.417, 0.546], [0.657, -0.882, 0.068], [0.856, 0.746, 0.611], [1.773, 1.082, 0.132], [-1.197, -1.921, -0.277], [0.313, 1.102, -1.846], [-1.461, 1.733, -1.464], [-1.331, -0.626, 0.941], [-0.527, -2.155, 1.335], [0.857, 0.891, 1.693]],
  "de_lowest_kcal_mol": 116.6,
  "orbital_gap_ev": [6.764, 9.656],
  "e_homo_ev": [-7.24, -8.91],
  "lumo_energy_ev": [-0.4752, 0.7484]
}

=====

Record 3
{
  "formula": "C7H21N7O2V",
  "method": "ωB97M-V/def2-TZVPD",
  "species": ["V", "O", "O", "N", "N", "N", "N", "N", "N", "N", "C", "C", "C", "C", "C", "C", "C", "H", "H", "H", "H", "H", "H", "H", "H", "H", "H", "H", "H", "H", "H", "H", "H", "H", "H", "H", "H", "H"],
  "coordinates": [[-0.556, 0.184, 0.002], [-0.377, 2.554, -0.083], [-0.397, 1.406, 1.764], [-0.435, -1.927, 0.349], [3.477, 0.801, -0.710], [-2.629, -0.185, -0.285], [1.544, 1.803, 0.835], [3.354, 2.184, -0.530], [2.120, 3.994, 0.159], [0.258, 2.018, 0.861], [-3.231, 0.531, -1.435], [2.310, 2.690, 0.112], [-1.836, -2.420, 0.457], [0.398, -2.457, 1.450], [-2.768, -1.657, -0.468], [-3.310, 0.252, 0.965], [0.161, -2.261, -0.964], [-0.349, -1.719, -1.773], [3.684, 0.624, -1.687], [-2.725, 0.245, -2.357], [-2.560, -1.886, -1.514], [4.243, 0.456, -0.140], [1.216, -1.984, -0.960], [-3.802, -1.956, -0.274], [-0.035, -2.157, 2.401], [-2.135, -2.303, 1.498], [0.446, -3.547, 1.395], [2.699, 4.636, -0.362], [-4.370, -0.007, 0.914], [1.404, -2.049, 1.369], [0.084, -3.327, -1.192], [-2.863, -0.232, 1.831], [1.382, 4.394, 0.716], [-1.866, -3.488, 0.224], [-3.200, 1.328, 1.071], [4.093, 2.803, -0.839], [-3.126, 1.604, -1.281], [-4.292, 0.288, -1.520]],
  "s2": 3.7596,
  "de_lowest_kcal_mol": 3.5,
  "spin_multiplicity": 4,
  "orbital_gap_ev": [9.003, 9.431],
  "e_homo_ev": [-16.40, -17.39],
  "lumo_energy_ev": [-7.3969, -7.9552],
  "total_charge": 2
}

=====

no.,DFT total energy (hartree)
1,-2519.15815
2,-286.44584
3,-1756.40609